Density functional theory data (wB97M-V/def2-TZVPD) for a molecular structure, C34H27CaCl7N3O2S.

Output
**E_LUMO**: 0.0707 hartree
**Relative energy (zero: lowest compared OMol25 entry of this formula, charge and spin)**: 0.000 eV
**Total energy**: -5923.907762 Ha
**HOMO**: -4.78 eV
**Spin multiplicity**: 1
**Net charge**: -1

Positions of all 75 atoms, in Å:
Ca: 0.22614 0.38378 1.38085
Cl: 2.06667 -2.64243 1.87036
C: 2.59934 -2.02943 0.31723
C: 2.14438 -0.77661 -0.06126
C: 2.65365 -0.33696 -1.26639
Cl: 2.23062 1.30036 -1.78026
C: 3.52794 -1.05280 -2.07858
Cl: 4.14615 -0.40346 -3.55794
C: 3.92266 -2.31995 -1.66023
Cl: 4.97811 -3.26908 -2.64500
C: 3.46397 -2.81460 -0.44071
Cl: 3.98055 -4.37209 0.09911
C: -0.65612 3.20529 -1.37531
N: -0.54180 2.96733 0.05711
C: 0.50500 3.82116 0.60724
C: -1.83325 3.30083 0.67239
C: -1.93561 2.99886 2.15142
C: -2.88915 3.68924 2.89675
C: -3.15428 3.31608 4.20907
C: -2.44963 2.25606 4.76509
C: -1.46119 1.62973 4.01136
C: -1.15557 1.96504 2.68417
H: -0.96264 4.24439 -1.58451
H: -1.39479 2.53188 -1.80687
H: 0.29691 3.02976 -1.86942
H: 0.28529 4.88658 0.42335
H: 1.45914 3.58036 0.13335
H: 0.59307 3.65561 1.67874
H: -2.59155 2.71367 0.14084
H: -2.06971 4.36264 0.47331
H: -3.45124 4.50343 2.44486
H: -3.91312 3.83825 4.78109
H: -2.66841 1.92288 5.77384
H: -0.93274 0.80182 4.48484
Cl: -0.17487 -3.96685 -0.61327
C: 0.07342 -2.98453 -2.01711
C: 1.02290 -3.37674 -2.94539
C: 1.19939 -2.62986 -4.09825
C: 0.41854 -1.50807 -4.32066
C: -0.51867 -1.12696 -3.37533
Cl: -1.48529 0.27907 -3.68449
C: -0.70728 -1.83332 -2.18486
N: -1.58840 -1.39241 -1.19051
C: -2.97608 -1.60786 -1.29889
C: -3.52992 -2.21702 -2.42151
C: -4.89447 -2.44937 -2.50081
C: -5.72060 -2.08946 -1.45070
C: -5.16587 -1.47977 -0.33329
C: -3.80663 -1.21286 -0.23279
C: -3.28147 -0.48132 0.97889
C: -2.37604 -1.32068 1.90702
O: -2.85318 -1.91002 2.85788
O: -1.12554 -1.33299 1.55273
H: 1.60968 -4.26596 -2.75805
H: 1.94970 -2.92003 -4.82156
H: 0.53691 -0.91151 -5.21426
H: -1.25858 -1.57664 -0.23616
H: -2.88268 -2.52475 -3.23326
H: -5.30409 -2.92559 -3.38311
H: -6.78589 -2.27585 -1.49664
H: -5.80260 -1.18658 0.49289
H: -4.12404 -0.12585 1.56996
H: -2.71233 0.39659 0.65352
S: 2.45301 1.45300 2.99434
C: 3.78187 0.74476 2.23096
N: 4.21786 1.24881 1.04348
C: 5.18021 0.69737 0.26817
C: 5.84396 -0.40884 0.69122
C: 5.48691 -0.94912 1.94521
C: 4.49858 -0.38617 2.69852
H: 3.66405 2.01128 0.67167
H: 5.34634 1.17792 -0.68546
H: 6.59840 -0.86299 0.06733
H: 5.98453 -1.84155 2.30351
H: 4.18948 -0.81493 3.63919


Density functional theory data (wB97M-V/def2-TZVPD) for a molecular structure, C2H2FOSn in a non-equilibrium geometry.

Output
**E_LUMO (alpha / beta)**: -0.2383 / -0.2393 hartree
**Relative energy (zero: lowest compared OMol25 entry of this formula, charge and spin)**: 1.694 eV
**Total energy**: -466.370933 Ha
**HOMO (alpha / beta)**: -14.08 / -14.07 eV
**Spin multiplicity**: 1
**Net charge**: +1

Positions of all 7 atoms, in Å:
C: -1.08368 -0.41228 -0.22247
C: 0.06341 -0.98018 -0.70528
O: 0.69502 -0.84132 0.51576
H: -2.06979 -0.80610 -0.00027
F: -0.94420 0.97114 0.03927
H: 0.00415 -1.99875 -1.10493
Sn: 1.20379 0.95337 0.15463


Density functional theory data (wB97M-V/def2-TZVPD) for a single C5H8O molecule.

Output
**E_LUMO**: 0.0222 hartree
**Relative energy (zero: lowest compared OMol25 entry of this formula, charge and spin)**: 2.279 eV
**Total energy**: -270.474147 Ha
**SMILES string**: CC(C)C#CO
**HOMO**: -8.99 eV
**Spin multiplicity**: 1
**Net charge**: 0

Positions of all 14 atoms, in Å:
C: 0.47098 0.39037 -0.28984
C: -0.44199 0.56331 -1.50597
C: 1.29813 -0.89245 -0.40647
O: -1.65480 0.34918 3.05511
C: -0.96796 0.32545 1.93784
C: -0.31621 0.36332 0.93381
H: -2.03907 -0.52106 3.24476
H: 1.15137 1.24904 -0.22825
H: 1.94302 -1.01334 0.45867
H: 0.15482 0.60043 -2.42457
H: -1.13181 -0.27016 -1.58437
H: -1.01939 1.47619 -1.42212
H: 0.63466 -1.75396 -0.46823
H: 1.91824 -0.86632 -1.30038


Number 1 is which compound?
C34H27CaCl7N3O2S


Look up the net charge of the third one.
0


Which formula does entry 2 have?
C2H2FOSn